Computed, not measured: 14 unconnected molecules or ions with the total composition C43H110N18O14 at a distorted geometry, with wB97M-V/def2-TZVPD.

Properties
HOMO energy (spin up / spin down) in eV: -10.0 / -10.0
Spin multiplicity: 2
LUMO level (spin up / spin down) in eV: -2.52 / -6.21
Max |F| in eV/A: 9.3
Net charge: +1

Structure (XYZ):
```
185
Properties=species:S:1:pos:R:3:mulliken_charge:R:1
C 1.97712 6.99516 -1.79222 0.4534
O 3.00462 7.41816 -2.21994 -0.6970
N 1.15870 6.19304 -2.44459 -0.2245
N 1.45752 7.50258 -0.71369 -0.2427
H 0.43696 5.72527 -1.91507 -0.1526
H 1.50888 5.82368 -3.31697 0.1958
H 0.64381 6.96849 -0.44402 0.3155
H 1.86436 8.27215 -0.20151 0.1898
C -6.39515 -0.97177 2.03733 0.4943
O -6.10716 0.12449 2.50204 -0.7273
N -7.03981 -1.19180 0.93143 -0.3290
N -6.00798 -2.03788 2.66548 -0.3128
H -7.38521 -0.41768 0.38229 0.2077
H -7.38077 -2.13214 0.79144 0.2028
H -6.09872 -2.94845 2.23801 0.1347
H -5.63151 -1.91760 3.59495 0.2274
C -5.23110 4.02917 1.70102 0.5914
O -5.85082 3.84805 0.64528 -0.7299
N -5.11451 3.06908 2.59001 -0.2115
N -4.68488 5.12805 2.14996 -0.3031
H -5.38401 2.16728 2.22364 0.0876
H -4.50213 3.09058 3.39290 0.2775
H -4.95008 6.01361 1.74307 0.2276
H -4.18535 5.13974 3.02770 0.1075
C -1.70739 3.86103 3.76645 0.8730
O -2.56307 3.06939 4.13790 -0.8037
N -0.64629 3.55949 3.19303 0.1025
N -1.72453 5.15238 3.97409 -0.3223
H -0.49992 2.63304 2.81837 -0.1562
H 0.17050 4.14500 3.09231 -0.1980
H -2.34097 5.46616 4.71006 0.3081
H -0.98720 5.77608 3.67837 0.1045
C -1.95175 5.33784 -1.00521 0.8220
O -1.19022 6.05436 -0.42126 -0.7421
N -1.90473 5.23623 -2.33600 -0.2039
N -2.84763 4.56179 -0.51159 -0.1154
H -2.50668 4.55879 -2.78189 0.0615
H -1.18800 5.69807 -2.87738 0.3022
H -3.52119 4.15930 -1.14753 0.0904
H -2.95833 4.50682 0.49082 -0.2385
C -0.30306 -2.54700 5.20468 0.5942
O 0.05498 -1.90135 6.23628 -0.6847
N -0.33383 -1.97224 3.97444 -0.2231
N -0.68373 -3.85336 5.28625 -0.3412
H -0.24865 -2.60095 3.18858 0.1808
H 0.12576 -1.07298 3.96047 0.1189
H -1.10597 -4.36490 4.52458 0.1842
H -0.63275 -4.37381 6.15033 0.2125
C -4.51994 2.73036 -3.00787 0.7552
O -4.34590 3.88416 -2.77453 -0.7816
N -5.33613 2.01556 -2.31632 -0.1731
N -4.08189 2.09091 -4.07670 -0.3792
H -5.60909 2.34353 -1.40088 0.2822
H -5.16192 1.03001 -2.45207 -0.0654
H -3.45811 2.66474 -4.62598 0.2401
H -4.06627 1.08122 -4.05745 0.2043
C -2.86773 -3.77208 -3.18530 -1.3506
C -2.69644 -4.54626 -4.57210 2.0002
C -1.45021 -5.47014 -4.37292 -1.2187
C -1.17563 -6.43761 -5.48269 -0.7889
C -2.52793 -7.26335 -5.76878 -1.2013
C -3.88949 -6.46757 -5.93789 1.4266
N -3.89526 -5.36437 -4.87645 0.3309
O -5.03122 -4.56809 -4.97685 -0.4893
C -4.09106 -5.80464 -7.36364 -1.4028
C -5.00982 -7.48158 -5.56345 -1.9777
C -2.29267 -3.51921 -5.66651 -1.9557
H -2.30624 -2.83867 -3.22506 -0.4469
H -2.83324 -4.40559 -2.29897 0.5568
H -3.87075 -3.39189 -2.99167 0.1580
H -0.55307 -4.88016 -4.18541 0.3661
H -1.73490 -6.05679 -3.49949 0.4416
H -0.33535 -7.08021 -5.21983 0.4570
H -0.68031 -5.98880 -6.34370 0.3767
H -2.73169 -8.00230 -4.99384 0.4270
H -2.37157 -7.76648 -6.72299 0.4255
H -3.85328 -6.41168 -8.23718 0.4110
H -4.89640 -5.10018 -7.57161 0.3257
H -3.25846 -5.10286 -7.41236 0.3373
H -5.13263 -7.64946 -4.49348 0.4329
H -5.98602 -7.07869 -5.83331 0.4265
H -4.88949 -8.41691 -6.11005 0.3956
H -3.19157 -3.01571 -6.02226 0.4624
H -1.74133 -3.87658 -6.53623 0.3489
H -1.57829 -2.74973 -5.37382 0.3050
H -5.58279 -4.78889 -4.22279 0.3207
C 5.56886 3.35323 0.71125 -1.8681
C 5.00939 2.72424 1.98324 2.1821
C 6.20852 2.82682 3.02718 -1.1911
C 6.45306 4.17278 3.64010 -0.8128
C 5.16501 4.76591 4.17555 -1.3910
C 3.99257 4.73695 3.15118 1.6329
N 3.81648 3.43024 2.62768 -0.1754
O 2.68025 3.32472 1.78897 0.2915
C 2.72793 5.33908 3.86160 -1.9149
C 4.29718 5.83067 2.14958 -1.7304
C 4.67031 1.23490 1.67629 -2.5397
H 6.13874 4.25223 0.94602 0.3803
H 4.78982 3.62095 -0.00256 0.2167
H 6.29505 2.76037 0.15512 0.4953
H 6.17142 2.11086 3.84824 0.4138
H 7.09429 2.61125 2.42965 0.4158
H 7.02591 4.71854 2.89038 0.3537
H 7.16620 4.21394 4.46341 0.4136
H 5.27960 5.80383 4.48811 0.4631
H 4.97010 4.31874 5.15031 0.4246
H 1.88313 5.48908 3.18936 0.2028
H 2.28117 4.75870 4.66885 0.4774
H 2.90001 6.22068 4.47907 0.5254
H 3.96448 6.79128 2.54282 0.4804
H 5.29588 5.93012 1.72436 0.2580
H 3.68414 5.63636 1.26951 0.3442
H 4.04737 1.09056 0.79356 0.2592
H 4.05577 0.76863 2.44639 0.6190
H 5.55842 0.60401 1.63998 0.5772
H 2.34431 2.42542 1.79140 0.0989
C 3.22506 -2.38983 1.90747 -1.8134
C 3.53483 -3.72058 2.53045 1.9120
C 4.10346 -4.80439 1.52586 -1.2107
C 5.48015 -4.47635 1.01069 -0.5373
C 6.52580 -4.45929 2.12983 -1.2670
C 6.06165 -3.53739 3.31506 1.4442
N 4.62358 -3.64590 3.58869 0.1506
O 4.24608 -2.73481 4.58934 -0.4495
C 6.82082 -4.03986 4.53780 -1.9171
C 6.52906 -2.07353 2.99188 -1.3885
C 2.31561 -4.19853 3.31146 -2.1233
H 4.04525 -1.99013 1.31112 0.4022
H 2.36447 -2.41300 1.23895 0.4576
H 2.86760 -1.59043 2.55654 0.3843
H 4.10597 -5.77930 2.01334 0.3889
H 3.42025 -4.78366 0.67680 0.4107
H 5.79161 -5.28234 0.34625 0.3800
H 5.46809 -3.50952 0.50750 0.2946
H 7.48508 -4.18299 1.69218 0.3714
H 6.62442 -5.45083 2.57166 0.4182
H 6.77929 -5.11451 4.71533 0.4029
H 6.52600 -3.51380 5.44579 0.4545
H 7.90390 -3.95677 4.44764 0.4031
H 5.94115 -1.49633 2.27823 0.0204
H 7.52728 -1.99559 2.56109 0.4089
H 6.38280 -1.46726 3.88581 0.4062
H 2.52097 -4.80213 4.19555 0.3838
H 1.81428 -3.31170 3.69915 0.2979
H 1.68944 -4.79182 2.64511 0.4607
H 4.28591 -3.33927 5.33409 0.4056
C 1.58272 1.03403 -0.59750 -1.8320
C 0.28024 1.42974 -1.35543 2.4633
C 0.09254 0.47572 -2.54415 -1.7834
C -0.41597 -0.92027 -2.19241 -0.5226
C -1.74940 -0.75694 -1.50447 -1.4835
C -1.73404 0.17020 -0.28906 2.8565
N -0.96677 1.44929 -0.52888 0.1175
O -1.00256 2.35848 0.48804 1.8497
C -3.21601 0.52067 0.12819 -2.0664
C -1.15823 -0.49009 0.95741 -2.3359
C 0.49817 2.87128 -1.99031 -2.9399
H 2.00795 0.09605 -0.95450 0.3126
H 1.28526 0.72278 0.40387 0.3237
H 2.34200 1.81432 -0.54503 0.4772
H -0.51001 0.93541 -3.32755 0.4515
H 1.03418 0.37091 -3.08306 0.6575
H 0.27806 -1.49206 -1.57639 0.2023
H -0.55837 -1.60073 -3.03194 0.2936
H -2.05930 -1.74600 -1.16710 0.3809
H -2.57855 -0.51798 -2.17044 0.7743
H -3.79046 -0.21913 0.68570 0.1996
H -3.27777 1.25681 0.92967 0.5726
H -3.68973 1.04213 -0.70354 -0.1171
H -0.16180 -0.88756 0.76446 0.5091
H -1.02255 0.09108 1.86952 0.1608
H -1.86308 -1.29089 1.18104 0.7082
H -0.42550 3.12823 -2.50887 0.6241
H 1.23127 2.76193 -2.78950 0.4823
H 0.80480 3.60833 -1.24813 0.8270
H -1.39188 3.11760 0.04785 -0.5008
O -4.48728 -2.79798 -0.37279 -0.3788
H -5.10786 -3.39159 0.04998 0.1958
H -4.82758 -1.92283 -0.18690 0.1686
O -5.15211 -0.85957 -2.42997 -0.6235
H -5.26119 -1.70846 -2.00135 0.1776
H -5.62368 -0.94664 -3.25839 0.2449
O 0.96940 2.27333 -6.42886 -0.6000
H 0.81582 1.87685 -7.28644 0.3123
H 0.69004 1.60577 -5.80232 0.2954
```